Molecular formula: C14H26N6O5
Method: DFT, ωB97M-V with the def2-TZVPD basis set

frontier orbital gap: 9.237 eV
charge: 0
energy relative to the best compared isomer or geometry (same formula, charge and spin): 67.0 kcal per mole
E_tot: -1253.82031 Ha
HOMO: -8.7519 eV

Structure (XYZ):
```
51
Properties=species:S:1:pos:R:3:nbo_charge:R:1
C 2.597 2.033 -0.717 -0.374
C 1.777 3.199 -0.192 -0.537
C 0.235 -0.703 2.617 -0.448
H -3.101 0.316 1.630 0.205
H 1.029 3.412 -0.967 0.218
N 0.377 -0.300 -2.728 -0.626
H -0.995 1.894 1.222 0.460
H 0.546 -5.449 0.859 0.229
C 1.024 -1.545 1.610 -0.136
C 1.744 0.840 -1.193 -0.160
H -1.137 -5.369 0.208 0.239
H -0.399 0.230 -4.652 0.226
O 0.429 1.897 -2.927 -0.666
O -0.094 3.586 1.242 -0.802
C 1.068 3.026 1.102 0.753
H -1.608 -0.477 -3.425 0.186
O -0.997 -2.890 0.085 -0.648
C 1.229 -1.090 0.187 0.684
C 0.882 0.899 -2.411 0.670
C -0.410 -3.498 0.965 0.692
H -2.695 1.346 -2.304 0.418
N -1.681 2.877 -0.810 -0.754
H 0.890 0.093 2.997 0.256
H -1.289 0.581 3.108 0.224
H 2.099 -1.539 1.858 0.241
O 1.645 -1.877 -0.620 -0.672
H -1.952 -0.946 0.642 0.253
C -2.050 0.011 1.259 -0.277
H -0.937 3.216 -0.169 0.446
N 0.581 -2.955 1.727 -0.612
C -0.471 -5.038 0.977 -0.702
H 0.220 -1.295 3.538 0.224
N -2.721 1.063 -1.315 -0.795
H 3.275 2.245 -1.543 0.216
O 1.615 2.368 2.003 -0.738
H -0.852 -5.387 1.899 0.218
H 1.031 0.706 0.785 0.439
H -1.665 3.150 -1.741 0.407
C -1.334 -0.333 2.518 -0.396
H 0.714 -1.046 -2.116 0.432
H 2.448 4.092 -0.086 0.241
H 2.492 0.250 -1.600 0.232
C -2.035 1.754 -0.435 0.668
N -1.552 1.219 0.647 -0.606
H -0.131 -1.418 -4.335 0.219
C -0.529 -0.535 -3.885 -0.416
H 3.218 1.808 0.090 0.230
N 1.173 0.159 -0.039 -0.599
H -2.873 0.081 -1.026 0.414
H -1.912 -1.087 3.062 0.220
H 1.083 -3.572 2.397 0.406
```